1.
The following is a quantum chemistry calculation of a cluster of 9 separate species, C37H72N4O28PS in total at a distorted geometry, from OMol25.

Cartesian coordinates (Å):
H 2.85 -7.40 -2.75
H 5.34 2.37 1.71
C -1.62 -2.96 1.58
C 7.67 -0.77 0.68
H -1.16 -8.65 -2.72
C 7.40 -6.75 -5.26
H 9.40 -0.32 5.15
H 5.78 4.10 -0.31
C -10.15 8.98 -0.74
C -0.27 -0.36 2.55
C -0.11 -2.67 1.25
H -8.09 1.88 3.00
H 2.64 -2.15 1.21
H 8.45 -0.97 1.50
C 9.19 -2.34 -0.70
C -10.54 4.81 -1.77
O -12.78 9.11 -1.11
O -6.61 1.01 4.17
H 3.94 -8.70 -3.35
O 10.68 -7.94 -5.30
H 1.73 2.29 0.17
O 8.81 -6.84 -5.09
H 6.89 -7.54 -4.71
C -14.20 11.23 -0.38
H 7.07 -5.79 -4.87
O -4.71 1.82 4.85
H -10.22 8.83 -1.82
H 7.79 -6.08 -2.05
H -2.01 -2.66 -1.10
H -5.15 3.42 2.32
H -2.10 -2.95 -2.85
H 9.45 -1.85 -1.70
H 10.48 0.98 5.67
C 3.46 -8.26 -2.47
H -6.54 3.38 -3.29
H 6.71 -4.78 -1.46
H 1.46 0.21 -0.31
H 3.37 3.07 -0.10
C 5.32 -6.96 -1.92
H -8.92 3.86 0.86
H 7.14 -6.79 -6.33
C 7.62 -1.97 -0.40
H 9.25 -3.48 -0.70
C -9.34 3.68 -0.13
C -7.99 1.19 3.83
H -14.43 11.17 -1.45
H 4.60 2.85 4.59
H -4.33 3.35 6.21
H 7.10 -1.54 -1.33
H -5.90 1.97 1.63
H -3.57 -2.17 2.69
C -2.48 -1.97 2.41
C 7.17 -5.74 -1.22
C 0.61 -1.36 1.73
H -2.35 0.13 3.52
H 4.73 -1.38 0.75
O -10.54 3.85 -2.50
H -8.55 1.54 4.70
O -11.10 6.00 -2.04
H 4.96 2.81 -2.30
C -2.37 -3.35 -1.87
C 9.35 -7.99 -5.53
C -1.78 -0.64 2.89
H 11.03 -9.98 -5.20
H -10.49 8.09 -0.20
H 7.80 -5.61 -0.34
O 6.98 -3.17 0.10
H 12.44 -8.95 -5.50
C -2.11 -5.56 -2.53
H -6.73 3.57 1.54
P 6.15 2.71 -0.50
H -12.56 5.35 -3.38
H 1.45 3.44 2.58
O -6.82 2.37 -0.84
H -10.06 2.86 -0.07
H -2.12 -3.93 1.24
H 11.28 -9.24 -6.81
H -1.44 -7.57 -4.10
O 4.44 -7.89 -1.50
O -10.90 10.12 -0.33
C 5.11 1.96 4.96
H 7.60 2.62 -0.60
C 4.73 0.70 0.60
H -5.72 1.79 -3.20
C -5.75 2.93 -0.82
H 6.83 -3.13 1.07
S 2.71 2.89 2.33
O -1.46 -6.69 -2.21
H 2.92 -0.83 -0.70
C -12.21 10.04 -0.59
H -2.92 2.56 5.48
H -8.39 0.22 3.53
O 6.51 2.22 4.95
O -2.88 -5.42 -3.45
N 5.35 -0.62 0.43
C -11.74 6.07 -3.31
O -5.09 3.33 0.28
C 11.38 -9.10 -5.73
O 8.75 -8.90 -6.05
O 6.38 -0.64 1.35
O -6.49 3.23 4.65
H -14.56 12.19 0.00
H 0.24 0.59 2.93
O -9.98 4.89 -0.55
H -9.11 9.15 -0.48
C -5.59 2.87 -3.14
H -8.52 3.42 -0.81
O 2.91 1.72 3.28
O -1.75 -4.61 -1.65
H -3.87 3.69 4.51
C 2.45 -0.18 0.14
H -11.02 5.91 -4.12
C 2.82 2.30 0.58
C -5.77 3.05 1.50
H -14.71 10.43 0.17
O 5.33 -6.45 -3.01
O 3.71 4.02 2.59
O -12.79 11.18 -0.17
C 7.26 1.19 5.39
H 0.43 -3.48 0.65
N 5.69 1.79 0.93
O 6.17 -6.71 -0.91
H 4.86 1.12 4.31
H 9.84 -1.87 0.13
C -1.74 -7.80 -3.07
H -2.80 -8.06 -3.03
C -3.92 2.93 5.29
O 8.55 1.57 5.33
O -5.01 3.25 -1.89
C 2.15 -1.12 1.41
H 9.30 0.33 6.82
C 9.47 0.57 5.77
H 4.76 1.77 5.98
H 7.93 0.22 0.17
N 3.42 0.93 0.45
O 6.85 0.13 5.78
N 5.54 2.09 -1.84
H -4.90 3.18 -3.93
H -12.16 7.08 -3.42
H 2.81 -9.01 -2.02
C -5.99 2.13 4.56
H -3.46 -3.43 -1.78
H 2.70 -0.65 2.31

Output
gap between HOMO and LUMO = 6.99 eV
HOMO = -11.35 eV
energy = -122934.0428 eV
net charge = +1
F_max = 6.171 eV/Å

These are the Löwdin partial charges, in e, on atoms 1 to 99: atom 1 (H): 0.096, atom 2 (H): 0.078, atom 3 (C): -0.066, atom 4 (C): -0.118, atom 5 (H): 0.093, atom 6 (C): -0.053, atom 7 (H): 0.094, atom 8 (H): 0.031, atom 9 (C): -0.045, atom 10 (C): -0.029, atom 11 (C): -0.014, atom 12 (H): 0.085, atom 13 (H): 0.122, atom 14 (H): 0.145, atom 15 (C): -0.029, atom 16 (C): -0.595, atom 17 (O): 0.119, atom 18 (O): -0.009, atom 19 (H): 0.100, atom 20 (O): -0.005, atom 21 (H): 0.143, atom 22 (O): -0.007, atom 23 (H): 0.088, atom 24 (C): -0.047, atom 25 (H): 0.086, atom 26 (O): -0.016, atom 27 (H): 0.094, atom 28 (H): 0.099, atom 29 (H): 0.066, atom 30 (H): 0.087, atom 31 (H): 0.100, atom 32 (H): 0.089, atom 33 (H): 0.096, atom 34 (C): -0.042, atom 35 (H): 0.101, atom 36 (H): 0.080, atom 37 (H): 0.147, atom 38 (H): 0.121, atom 39 (C): -0.588, atom 40 (H): 0.083, atom 41 (H): 0.101, atom 42 (C): -0.346, atom 43 (H): 0.085, atom 44 (C): -0.040, atom 45 (C): -0.033, atom 46 (H): 0.098, atom 47 (H): 0.063, atom 48 (H): 0.104, atom 49 (H): 0.149, atom 50 (H): 0.105, atom 51 (H): 0.102, atom 52 (C): -0.043, atom 53 (C): -0.050, atom 54 (C): -0.175, atom 55 (H): 0.085, atom 56 (H): 0.143, atom 57 (O): 0.124, atom 58 (H): 0.105, atom 59 (O): -0.016, atom 60 (H): -0.020, atom 61 (C): -0.052, atom 62 (C): -0.599, atom 63 (C): -0.046, atom 64 (H): 0.099, atom 65 (H): 0.095, atom 66 (H): 0.089, atom 67 (O): -0.088, atom 68 (H): 0.094, atom 69 (C): -0.598, atom 70 (H): 0.092, atom 71 (P): 0.707, atom 72 (H): 0.101, atom 73 (H): 0.111, atom 74 (O): 0.102, atom 75 (H): 0.106, atom 76 (H): 0.099, atom 77 (H): 0.099, atom 78 (H): 0.100, atom 79 (O): 0.003, atom 80 (O): 0.000, atom 81 (C): -0.061, atom 82 (H): 0.023, atom 83 (C): -0.189, atom 84 (H): 0.100, atom 85 (C): -0.581, atom 86 (H): 0.114, atom 87 (S): 0.809, atom 88 (O): -0.006, atom 89 (H): 0.152, atom 90 (C): -0.596, atom 91 (H): 0.090, atom 92 (H): 0.100, atom 93 (O): 0.000, atom 94 (O): 0.132, atom 95 (N): 0.105, atom 96 (C): -0.040, atom 97 (O): 0.011, atom 98 (C): -0.047, atom 99 (O): 0.125

---

2.
The following is a quantum chemistry calculation of a structure of composition C37H73B4N2O12P at a distorted geometry, from OMol25.

Cartesian coordinates (Å):
C 5.93 7.46 -10.93
H 4.58 7.33 -7.92
H 0.74 -4.99 3.14
H -1.41 -8.41 8.97
H -1.33 -3.24 5.57
B -1.03 -0.89 -2.51
O -3.30 0.59 -2.95
H -0.54 -6.35 5.97
H -11.37 3.83 -2.31
H 6.01 8.19 -11.73
H 0.79 3.85 0.57
O -2.52 2.73 -1.91
O -5.23 2.74 -4.88
C 1.79 3.17 -2.44
H 1.28 5.29 -1.97
H -1.72 -10.00 10.73
H 1.52 -8.26 11.75
H 3.79 7.19 -10.53
C -0.55 -8.86 12.13
H 1.53 -7.25 6.74
C 7.03 7.60 -9.89
C 8.29 5.08 -5.18
O 0.35 -8.19 10.04
H 1.07 -9.83 11.05
C -10.35 3.64 -2.65
H 5.91 2.89 -5.86
H -0.16 4.25 -0.89
H 0.00 -0.16 -3.98
C 0.37 -5.63 1.07
O 6.51 7.10 -8.66
H 0.58 -1.95 -2.07
C -9.35 3.51 -1.51
H -4.40 -4.45 6.83
C 0.71 -8.82 11.28
C -3.32 -2.78 4.80
O 0.73 -4.73 5.69
H -4.68 1.99 -5.17
H 0.83 -6.77 8.29
B -2.29 0.13 -2.07
O -2.33 0.63 -0.73
H 5.95 6.46 -11.37
C 5.09 6.92 -8.79
C -4.58 -2.63 5.65
H 3.25 2.24 -5.50
H -5.47 -3.04 5.17
H -1.58 3.35 0.87
N -5.10 4.46 -2.65
H 1.13 -6.41 1.20
H -0.58 -5.11 7.24
H -4.76 -1.58 5.87
H -10.51 2.32 -4.40
H 8.54 5.05 -4.12
H 0.79 1.52 -1.44
H 2.41 -3.59 6.12
H -10.05 4.45 -3.32
C -10.18 2.31 -3.36
H -8.45 0.99 -3.18
C 2.38 2.30 -3.45
C -2.23 -2.68 5.85
H -8.95 4.48 -1.20
H -2.61 -8.64 11.42
H 9.13 5.53 -5.71
O 1.57 -3.79 0.18
C 6.99 5.83 -5.39
O 5.93 4.87 -5.23
H 6.92 6.23 -6.41
C -4.19 -3.38 6.91
H -8.13 2.52 -4.02
H -9.81 3.03 -0.64
H -4.70 -2.99 7.80
O -2.77 -3.22 7.07
H -0.69 1.80 1.01
H 8.59 2.91 -5.27
H -0.07 -1.29 -0.72
C -1.63 -8.97 11.07
H 2.70 -5.14 5.30
H -3.30 -3.76 4.33
C 1.27 2.49 -1.11
H 6.44 3.18 -4.18
C 0.26 3.39 -0.31
C -8.69 2.05 -3.21
H 7.31 8.64 -9.74
H -0.26 -4.35 -0.56
H -0.39 -3.98 2.22
C 0.65 -4.83 -0.19
C 1.66 -3.73 1.61
C -1.07 -8.10 9.96
C 1.71 4.59 -2.73
H -0.65 -7.93 12.68
C 2.11 -4.64 6.07
P -5.17 2.77 -3.16
H 2.64 -4.14 1.90
H 2.02 -4.64 8.22
C 2.73 4.33 -4.99
H -1.35 -7.05 10.10
O -0.63 -0.90 -3.89
H -5.51 4.51 -1.72
H 3.06 4.71 -5.98
O -8.29 2.67 -1.98
H -0.55 -9.69 12.84
H 1.60 -2.69 1.94
N -0.31 -1.78 -1.59
H 2.49 1.20 -3.29
C 0.07 -5.67 6.56
C 2.25 -5.34 7.41
C 2.83 2.91 -4.71
H -1.95 -1.64 6.04
C 7.94 3.69 -5.67
B -3.51 1.95 -2.61
H 4.88 5.85 -8.84
H 1.08 -5.44 -0.98
H -3.23 -2.02 4.02
H 2.16 2.18 -0.50
C 4.68 7.62 -10.08
C 6.50 3.55 -5.21
B -1.96 2.00 -0.84
H 7.93 7.04 -10.16
H 2.02 6.30 -4.13
H 6.85 6.65 -4.69
H 7.99 3.65 -6.76
H -0.61 -6.11 1.06
H -4.11 4.73 -2.50
H -10.75 1.53 -2.83
C -0.97 2.59 0.27
C 0.53 -4.58 2.15
H 3.24 -5.74 7.58
H 4.50 8.68 -9.89
C 2.15 5.20 -3.98
C 1.17 -6.40 7.32

Output
gap between HOMO and LUMO = 7.86 eV
HOMO = -7.79 eV
energy = -79102.1664 eV
F_max = 2.737 eV/Å

These are the Löwdin partial charges, in e, on atoms 1 to 99: atom 1 (C): -0.177, atom 2 (H): 0.119, atom 3 (H): 0.098, atom 4 (H): 0.119, atom 5 (H): 0.100, atom 6 (B): -0.404, atom 7 (O): 0.214, atom 8 (H): 0.120, atom 9 (H): 0.111, atom 10 (H): 0.113, atom 11 (H): 0.118, atom 12 (O): 0.199, atom 13 (O): -0.329, atom 14 (C): -0.198, atom 15 (H): 0.098, atom 16 (H): 0.116, atom 17 (H): 0.118, atom 18 (H): 0.114, atom 19 (C): -0.176, atom 20 (H): 0.121, atom 21 (C): -0.203, atom 22 (C): -0.173, atom 23 (O): -0.165, atom 24 (H): 0.118, atom 25 (C): -0.179, atom 26 (H): 0.109, atom 27 (H): 0.101, atom 28 (H): 0.092, atom 29 (C): -0.173, atom 30 (O): -0.159, atom 31 (H): 0.093, atom 32 (C): -0.209, atom 33 (H): 0.116, atom 34 (C): -0.200, atom 35 (C): -0.175, atom 36 (O): -0.174, atom 37 (H): 0.044, atom 38 (H): 0.090, atom 39 (B): -0.355, atom 40 (O): 0.228, atom 41 (H): 0.115, atom 42 (C): -0.206, atom 43 (C): -0.178, atom 44 (H): 0.096, atom 45 (H): 0.112, atom 46 (H): 0.123, atom 47 (N): -0.185, atom 48 (H): 0.114, atom 49 (H): 0.113, atom 50 (H): 0.114, atom 51 (H): 0.113, atom 52 (H): 0.114, atom 53 (H): 0.106, atom 54 (H): 0.117, atom 55 (H): 0.116, atom 56 (C): -0.177, atom 57 (H): 0.117, atom 58 (C): -0.046, atom 59 (C): -0.199, atom 60 (H): 0.114, atom 61 (H): 0.114, atom 62 (H): 0.113, atom 63 (O): -0.158, atom 64 (C): -0.194, atom 65 (O): -0.156, atom 66 (H): 0.099, atom 67 (C): -0.208, atom 68 (H): 0.099, atom 69 (H): 0.115, atom 70 (H): 0.115, atom 71 (O): -0.148, atom 72 (H): 0.118, atom 73 (H): 0.112, atom 74 (H): 0.087, atom 75 (C): -0.176, atom 76 (H): 0.115, atom 77 (H): 0.115, atom 78 (C): -0.135, atom 79 (H): 0.119, atom 80 (C): -0.200, atom 81 (C): -0.229, atom 82 (H): 0.117, atom 83 (H): 0.100, atom 84 (H): 0.116, atom 85 (C): -0.213, atom 86 (C): -0.203, atom 87 (C): -0.209, atom 88 (C): -0.047, atom 89 (H): 0.115, atom 90 (C): -0.204, atom 91 (P): 0.932, atom 92 (H): 0.116, atom 93 (H): 0.117, atom 94 (C): -0.088, atom 95 (H): 0.121, atom 96 (O): 0.071, atom 97 (H): 0.027, atom 98 (H): 0.096, atom 99 (O): -0.187